Entry 1:
{"formula": "H8O4", "method": "ωB97M-V with the def2-TZVPD basis set", "elements": ["O", "H", "H", "O", "H", "H", "O", "H", "H", "O", "H", "H"], "xyz": [[0.33400, 1.22717, 0.29417], [-0.35800, 1.05317, -0.33683], [0.62300, 2.10617, 0.11517], [0.53300, -0.66483, 2.42217], [0.45200, -1.65183, 1.98217], [0.28200, 0.03117, 1.88317], [-2.02600, 0.09817, -1.40283], [-2.47700, 0.88117, -1.46583], [-1.90600, -0.30883, -2.22483], [1.80800, -1.13983, -0.33383], [1.57500, -0.14383, -0.35883], [1.16000, -1.48783, -0.57383]], "multiplicity": 1, "largest_force_ev_per_a": 19.93, "homo_energy_ha": -0.377, "homo_lumo_gap_ev": 10.41, "smiles": "O.O.O.O", "e_tot_ev": -8317.6763}



Entry 2:
{"formula": "C41H50F2N4NaO3SSi", "method": "ωB97M-V with the def2-TZVPD basis set", "elements": ["Na", "C", "C", "C", "C", "C", "C", "C", "H", "H", "H", "H", "H", "H", "H", "H", "F", "C", "C", "C", "C", "C", "F", "C", "C", "C", "C", "C", "C", "N", "H", "H", "H", "H", "H", "H", "C", "C", "C", "C", "O", "Si", "S", "O", "C", "C", "C", "C", "O", "C", "C", "C", "C", "H", "H", "H", "H", "H", "H", "H", "H", "H", "H", "H", "H", "H", "H", "H", "H", "H", "H", "H", "H", "H", "H", "H", "H", "H", "H", "H", "C", "C", "N", "C", "C", "C", "C", "C", "C", "C", "C", "N", "C", "N", "H", "H", "H", "H", "H", "H", "H", "H", "H"], "xyz": [[-0.78664, 0.40730, -0.62399], [-0.69422, -2.11247, 2.98954], [0.53655, -1.74174, 2.20635], [0.99349, -2.54796, 1.16577], [2.08672, -2.17503, 0.39912], [2.75922, -0.99335, 0.67570], [2.32801, -0.19154, 1.72095], [1.22367, -0.56234, 2.47627], [-1.58325, -1.68165, 2.52377], [-0.63797, -1.73863, 4.01259], [-0.82834, -3.19450, 3.02490], [0.47602, -3.47549, 0.94590], [2.39617, -2.78743, -0.43725], [3.59596, -0.69104, 0.05902], [2.83517, 0.74133, 1.93451], [0.88389, 0.07732, 3.28369], [-4.27641, 5.02216, 0.68288], [-4.13847, 3.67105, 0.54100], [-3.03336, 3.15981, -0.10479], [-2.83623, 1.77985, -0.25966], [-3.86515, 0.95319, 0.24321], [-4.95650, 1.50969, 0.90346], [-5.91922, 0.71298, 1.46138], [-5.12374, 2.86814, 1.08215], [-3.80160, -0.51933, 0.00378], [-4.94232, -1.25271, -0.34006], [-4.83267, -2.59798, -0.63010], [-3.58528, -3.20246, -0.57501], [-2.50592, -2.40987, -0.23322], [-2.59990, -1.11234, 0.05342], [-2.31169, 3.87378, -0.49945], [-5.97450, 3.27013, 1.61242], [-5.89807, -0.75398, -0.39819], [-5.70887, -3.16912, -0.91231], [-3.44552, -4.24848, -0.81164], [-1.50434, -2.82607, -0.19869], [-1.43162, -3.24115, -6.24595], [-0.71505, -2.74050, -4.99570], [-1.55121, -3.03825, -3.75348], [0.66172, -3.39312, -4.88666], [-0.60414, -1.33205, -5.15395], [0.44375, -0.24272, -4.47813], [0.89881, -0.57055, -2.49460], [-0.21954, 1.21754, -4.87165], [-1.36122, 1.90644, -4.36962], [-0.91126, 2.84270, -3.25163], [-2.43085, 0.93858, -3.87004], [-1.90774, 2.71846, -5.53926], [1.77276, -0.32420, -5.46744], [3.04233, 0.30211, -5.35075], [3.95293, -0.58288, -4.50248], [3.58489, 0.41039, -6.77252], [2.92721, 1.69588, -4.73386], [-1.58480, -4.32206, -6.19985], [-0.84004, -3.00284, -7.13141], [-2.40188, -2.74993, -6.33752], [-1.71507, -4.11476, -3.64660], [-2.52046, -2.54021, -3.82952], [-1.04015, -2.65960, -2.86792], [0.55860, -4.47978, -4.82755], [1.17782, -3.03722, -3.99298], [1.26652, -3.13693, -5.75803], [-0.47572, 2.26810, -2.43548], [-1.75555, 3.41254, -2.85756], [-0.15241, 3.53140, -3.63163], [-2.04080, 0.31180, -3.06584], [-2.75424, 0.28515, -4.68173], [-3.28472, 1.49164, -3.47503], [-1.13962, 3.39976, -5.91018], [-2.77951, 3.29998, -5.23091], [-2.19565, 2.04769, -6.35034], [4.01114, -1.57926, -4.94613], [3.54188, -0.67820, -3.49677], [4.95995, -0.16049, -4.44784], [3.64628, -0.58270, -7.22114], [4.57911, 0.86350, -6.77759], [2.91269, 1.02069, -7.37766], [2.53320, 1.62558, -3.71791], [2.24625, 2.31338, -5.32125], [3.91052, 2.17269, -4.70162], [2.22012, 3.79692, -1.12866], [1.78514, 2.50929, -0.84498], [0.79151, 2.25865, 0.00756], [0.20514, 3.28999, 0.60726], [0.57495, 4.61679, 0.40684], [1.60126, 4.86316, -0.50232], [-0.15977, 5.69553, 1.09633], [0.35709, 6.76852, 1.69467], [1.78583, 7.07305, 1.90379], [2.74090, 6.09891, 2.18874], [4.03528, 6.52511, 2.39922], [4.39025, 7.81004, 2.34088], [3.40364, 8.65787, 2.07768], [2.12617, 8.36651, 1.86680], [3.00758, 3.95447, -1.85355], [2.20090, 1.64246, -1.34844], [-0.62019, 3.05125, 1.26969], [1.89250, 5.88314, -0.72401], [-1.24202, 5.59816, 1.08735], [-0.31514, 7.52730, 2.07773], [2.47422, 5.05364, 2.24452], [4.82452, 5.81662, 2.62584], [3.66872, 9.70935, 2.03912]], "multiplicity": 1, "largest_force_ev_per_a": 0.12, "charge": -1, "homo_energy_ha": -0.178, "homo_lumo_gap_ev": 6.54, "e_tot_ev": -84004.1047}



Entry 3:
{"formula": "C12H26N3O10S2", "method": "ωB97M-V with the def2-TZVPD basis set", "elements": ["N", "C", "N", "C", "C", "O", "C", "C", "C", "C", "C", "O", "N", "H", "H", "H", "H", "H", "H", "H", "H", "H", "H", "H", "H", "H", "H", "H", "H", "H", "H", "C", "C", "O", "S", "O", "O", "O", "H", "H", "H", "H", "C", "C", "O", "S", "O", "O", "O", "H", "H", "H", "H"], "xyz": [[-1.88347, -1.89534, 0.07238], [-1.60050, -0.79570, -0.58999], [-2.54765, 0.08609, -0.94649], [-2.15031, 1.52860, -0.93289], [-0.86200, 1.65928, -0.12554], [-0.43208, 2.99653, -0.11147], [0.21510, 0.83273, -0.81582], [1.60068, 0.85395, -0.17611], [1.65891, 0.74584, 1.35584], [1.85191, -0.68428, 1.87181], [2.45355, -0.72632, 3.26893], [2.81108, -2.06615, 3.57078], [-0.27087, -0.59424, -0.92432], [-1.13888, -2.56156, 0.22175], [-2.79862, -2.08616, 0.44962], [-3.42274, -0.05887, -0.45434], [-2.97361, 2.10546, -0.51518], [-1.95914, 1.86210, -1.95523], [-1.04549, 1.27933, 0.89001], [-0.63980, 3.41559, 0.73313], [0.28869, 1.24225, -1.83084], [2.15070, 0.00804, -0.60262], [2.11076, 1.75742, -0.51464], [2.49499, 1.36008, 1.70598], [0.76808, 1.17715, 1.82414], [2.52876, -1.23204, 1.20831], [0.89120, -1.21533, 1.89266], [1.73982, -0.33795, 4.00640], [3.34346, -0.08331, 3.30039], [2.58149, -2.27072, 4.48134], [-0.08947, -0.93160, -1.86533], [5.22350, 2.75998, -0.60730], [6.67999, 2.33354, -0.64829], [6.91062, 1.80642, 0.66989], [5.60852, 1.07897, 1.21008], [5.66143, -0.31516, 0.96108], [5.31355, 1.57594, 2.50468], [4.58765, 1.71494, 0.15009], [5.09220, 3.70814, -0.08489], [4.76358, 2.80445, -1.59070], [7.36538, 3.16018, -0.80752], [6.85788, 1.54871, -1.38413], [-5.26952, -2.12673, -1.87186], [-6.38646, -1.66763, -0.94565], [-7.56095, -2.17285, -1.57131], [-7.26194, -3.58834, -2.26779], [-7.60210, -4.64314, -1.38982], [-7.73713, -3.52957, -3.59633], [-5.65707, -3.44136, -2.25245], [-5.19682, -1.49598, -2.76055], [-4.29647, -2.19394, -1.38733], [-6.47573, -0.58567, -0.87630], [-6.29464, -2.10178, 0.05370]], "multiplicity": 1, "largest_force_ev_per_a": 1.53, "charge": 1, "homo_energy_ha": -0.454, "homo_lumo_gap_ev": 8.79, "e_tot_ev": -59473.0957}



Entry 4:
{"formula": "C5H8O2", "method": "ωB97M-V with the def2-TZVPD basis set", "elements": ["C", "C", "O", "C", "C", "C", "O", "H", "H", "H", "H", "H", "H", "H", "H"], "xyz": [[-1.81853, -0.19242, -0.36202], [-0.57657, 0.28848, -0.36171], [-0.20206, 1.52009, -0.79865], [0.47801, -0.44811, 0.29007], [1.89423, 0.02823, 0.20768], [1.37692, -0.59958, -0.95741], [1.59451, -1.07022, -2.03179], [-1.33255, 0.11717, 1.98481], [-2.65064, 0.43494, -0.61763], [-2.00905, -1.23347, -0.15082], [-0.83146, 1.85907, -1.44844], [-0.80359, 0.23568, 2.51278], [0.22940, -1.36907, 0.79840], [2.10457, 1.07374, 0.19827], [2.54681, -0.64454, 0.73647]], "multiplicity": 1, "largest_force_ev_per_a": 2.81, "homo_energy_ha": -0.299, "homo_lumo_gap_ev": 8.87, "smiles": "C=C(O)[C@@H]1CC1=O.[H][H]", "e_tot_ev": -9405.5465}



Entry 5:
{"formula": "C6H10N2O2", "method": "ωB97M-V with the def2-TZVPD basis set", "elements": ["C", "C", "C", "C", "C", "C", "N", "N", "O", "O", "H", "H", "H", "H", "H", "H", "H", "H", "H", "H"], "xyz": [[0.02093, 0.82770, -1.38569], [-0.41726, -2.15434, 1.25780], [-0.47031, -1.63735, -0.14531], [-0.37663, -0.92658, 2.12660], [0.33979, -0.31869, 0.02045], [0.15277, 3.23198, -1.90285], [1.56797, -0.19044, 0.64384], [0.32817, 0.06683, 1.37856], [-0.11160, 0.46217, -2.51034], [0.21257, 2.04315, -0.98737], [-1.26009, -2.78002, 1.52426], [0.51110, -2.75020, 1.27786], [-0.07730, -2.29513, -0.97385], [-1.55594, -1.19682, -0.36137], [-1.40757, -0.50430, 2.34626], [0.20479, -1.13420, 3.06138], [0.36032, 4.09790, -1.30546], [-0.82853, 3.23939, -2.32824], [0.84323, 3.02021, -2.67712], [1.96357, -1.10127, 0.94059]], "multiplicity": 1, "largest_force_ev_per_a": 5.19, "homo_energy_ha": -0.330, "homo_lumo_gap_ev": 9.90, "smiles": "COC(=O)[C@]12CCCN1N2", "e_tot_ev": -13455.8131}



Entry 6:
{"formula": "C4H6O2", "method": "ωB97M-V with the def2-TZVPD basis set", "elements": ["O", "C", "C", "C", "C", "O", "H", "H", "H", "H", "H", "H"], "xyz": [[-1.73517, 1.47687, 1.33648], [-1.71146, 0.28285, 1.13225], [-0.52007, -0.44563, 0.64535], [0.63280, 0.19229, 0.38880], [1.46431, -0.24927, -0.78029], [0.63967, 0.35608, -1.78077], [-2.63008, -0.32799, 1.25126], [-0.24007, 0.14448, -1.42965], [-0.64262, -1.49252, 0.36560], [0.74858, 1.24303, 0.64478], [2.48231, 0.15533, -0.84093], [1.51180, -1.33551, -0.93288]], "multiplicity": 1, "largest_force_ev_per_a": 0.89, "homo_energy_ha": -0.373, "homo_lumo_gap_ev": 9.90, "smiles": "O=C/C=C/CO", "e_tot_ev": -8338.2573}